Entry 1:
A cluster of 12 separate species, C44H95I2O14P in total in a non-equilibrium geometry, computed with ωB97M-V/def2-TZVPD.

Geometry as XYZ:
```
156
Properties=species:S:1:pos:R:3:forces:R:3
C 7.00034 2.72010 -0.93262 0.2 -0.1 0.2
C 6.08149 1.55606 -0.99171 0.2 -0.1 0.0
C 6.42497 0.27367 -1.12159 0.5 0.2 -0.1
I 8.40352 -0.38539 -1.28158 -0.3 0.1 -0.1
C 5.38353 -0.77747 -1.15835 -0.2 0.3 0.2
O 5.49313 -1.78331 -1.80736 0.3 -0.8 -0.2
C 4.18747 -0.48721 -0.33160 -0.1 0.1 0.0
C 3.48566 -1.52461 0.26646 -0.1 0.4 -0.1
C 2.39759 -1.19456 1.06036 0.1 -0.1 0.1
C 2.01014 0.12608 1.23436 0.4 -0.3 -0.3
C 2.67762 1.16534 0.58831 -0.2 0.0 0.1
P 2.14829 2.93411 0.75471 0.4 0.2 -0.2
O 1.28602 3.08092 -0.63174 -0.1 0.0 0.0
I 0.36280 2.75718 2.43158 -0.2 0.3 0.2
C 3.79880 0.84494 -0.19180 -0.4 -0.4 0.4
C 4.61854 1.85489 -0.88914 0.2 -0.6 0.1
O 4.15993 2.85111 -1.38110 -0.4 0.8 0.0
H 7.29204 2.85061 0.11087 0.0 0.1 0.1
H 6.50980 3.62805 -1.25771 -0.1 0.1 -0.1
H 7.90524 2.54462 -1.49983 0.1 0.0 -0.2
H 3.80124 -2.54340 0.10197 0.0 -0.1 0.1
H 1.84086 -1.97541 1.55587 -0.1 -0.1 0.0
H 1.16556 0.35114 1.86219 -0.1 -0.1 0.0
H 1.52128 2.37465 -1.24514 -0.1 0.0 -0.1
C 6.77264 -5.25855 0.44164 0.0 0.0 0.1
C 5.50074 -5.61275 -0.31361 0.4 0.2 -0.2
C 5.79611 -6.34389 -1.60986 -0.2 -0.1 -0.1
O 4.75198 -4.43130 -0.60647 -0.1 -0.1 0.1
H 7.40331 -4.60138 -0.16391 0.0 -0.1 -0.1
H 6.53514 -4.72544 1.36324 0.0 0.0 0.0
H 7.34485 -6.15196 0.69576 0.0 0.0 0.0
H 4.86401 -6.22955 0.32027 -0.1 0.1 0.0
H 6.39012 -5.70877 -2.27327 0.1 0.0 0.0
H 4.86453 -6.57550 -2.12902 0.0 -0.1 0.0
H 6.34184 -7.27382 -1.44320 0.0 0.0 0.0
H 5.30155 -3.86595 -1.16541 -0.1 0.2 0.0
C 4.74127 -9.05879 1.23119 0.1 0.0 -0.1
C 5.20049 -9.36159 2.64865 -0.4 0.2 0.0
C 4.03677 -9.76807 3.54009 0.1 0.0 0.1
O 5.87474 -8.23036 3.20009 0.2 -0.1 0.0
H 4.03426 -8.22467 1.22909 -0.1 -0.1 0.0
H 5.59052 -8.76962 0.61072 0.0 0.0 0.0
H 4.25458 -9.92188 0.77495 0.0 0.0 0.0
H 5.93886 -10.16382 2.62773 0.1 0.1 0.0
H 3.30779 -8.95586 3.60816 0.0 0.0 -0.1
H 4.38601 -9.98085 4.55062 0.0 0.0 0.0
H 3.52993 -10.65299 3.15263 0.0 0.0 0.0
H 5.24622 -7.50129 3.23335 0.0 0.0 0.0
C -4.14578 3.77692 5.68370 0.1 -0.1 0.1
C -2.73671 4.19709 5.29724 -0.4 0.0 -0.3
C -2.74468 5.30925 4.26048 0.1 -0.1 0.0
O -2.02113 3.06400 4.79964 0.2 -0.1 0.1
H -4.68386 3.39307 4.81523 -0.1 0.1 0.0
H -4.11800 2.97676 6.42544 0.0 0.0 0.0
H -4.71368 4.61283 6.09489 0.0 0.0 0.0
H -2.19300 4.53035 6.18298 0.1 -0.1 0.0
H -3.24741 4.97441 3.34763 -0.1 0.0 0.0
H -1.72964 5.59309 3.98811 0.0 0.0 0.0
H -3.25889 6.19497 4.63332 0.0 0.0 0.0
H -2.48782 2.75694 4.01431 0.0 0.0 0.0
C -1.00703 -1.93687 -2.97612 0.1 0.0 -0.1
C -0.63711 -2.32861 -1.55509 -0.4 0.1 0.0
C -1.86219 -2.73005 -0.74895 0.1 0.0 0.1
O 0.01975 -1.24163 -0.90060 0.2 0.0 0.0
H -1.68806 -1.08106 -2.97127 0.0 0.0 0.0
H -0.11919 -1.63941 -3.53551 0.0 0.0 0.0
H -1.49012 -2.76203 -3.50240 0.0 0.0 0.0
H 0.08242 -3.14900 -1.57804 0.1 0.1 0.1
H -2.55849 -1.89103 -0.67866 0.0 -0.1 -0.1
H -1.57505 -3.00075 0.26949 0.0 -0.1 0.0
H -2.38164 -3.57727 -1.20010 0.0 0.0 0.0
H -0.60918 -0.51171 -0.86574 0.0 0.0 0.0
C 5.15508 -4.93686 -5.41390 0.0 -0.1 0.0
C 3.64718 -4.74964 -5.34838 0.2 0.3 0.2
C 3.27033 -3.27528 -5.32059 -0.1 0.0 0.0
O 3.11922 -5.41069 -4.20037 -0.1 -0.1 -0.1
H 5.62823 -4.50185 -4.52902 0.0 0.1 0.0
H 5.40977 -5.99728 -5.43226 0.0 0.0 0.0
H 5.57893 -4.46012 -6.29916 0.0 0.0 0.0
H 3.18220 -5.22900 -6.21093 -0.1 -0.1 0.1
H 3.69373 -2.79162 -4.43553 0.1 0.0 0.0
H 2.18714 -3.15904 -5.27144 0.0 0.0 0.0
H 3.63747 -2.75457 -6.20671 0.0 0.0 0.0
H 3.51509 -5.00048 -3.42169 0.0 0.0 0.1
C -6.87540 0.16118 4.26212 -0.6 0.9 0.5
C -7.63736 1.37018 4.78608 0.0 -0.2 -0.2
C -9.09777 1.32978 4.37045 -0.1 0.1 0.1
O -7.03226 2.57282 4.31407 0.1 0.0 0.1
H -6.90188 0.14200 3.16864 -0.6 0.6 1.3
H -5.82845 0.20923 4.56461 0.0 0.1 0.1
H -7.30353 -0.77112 4.63443 0.0 0.0 0.0
H -7.56391 1.40262 5.87392 0.0 0.2 0.0
H -9.17384 1.34656 3.28077 0.1 -0.1 0.0
H -9.63213 2.20322 4.74552 0.0 0.0 0.0
H -9.60059 0.43261 4.73583 0.0 0.0 0.0
H -7.08726 2.57066 3.34961 0.0 0.0 0.0
C -0.66095 8.65344 6.64991 -0.1 -0.1 0.0
C -0.04190 8.16410 5.34911 0.0 0.4 0.1
C 1.12377 9.04170 4.91912 0.1 -0.1 -0.1
O -1.02940 8.11223 4.32083 0.0 -0.1 0.0
H -1.05472 9.66627 6.52695 0.1 0.0 0.0
H -1.49267 8.01149 6.94236 0.0 0.0 0.0
H 0.07118 8.66507 7.45859 0.0 0.0 0.0
H 0.30426 7.13725 5.47549 -0.1 -0.1 -0.1
H 0.78424 10.06644 4.74391 0.0 0.0 0.1
H 1.55417 8.67463 3.98726 0.0 0.0 0.0
H 1.90572 9.06386 5.67953 0.0 0.0 0.0
H -1.35845 9.00621 4.17951 0.0 0.0 0.0
C 6.72320 3.01021 -6.57707 0.1 -0.1 0.0
C 6.64641 2.51004 -5.14255 -0.2 0.3 -0.1
C 5.28840 2.78898 -4.51828 0.1 -0.1 -0.1
O 7.67996 3.10643 -4.35514 0.1 -0.2 0.0
H 6.57420 4.09306 -6.61079 -0.1 0.0 0.0
H 7.70435 2.80067 -7.00425 0.0 0.0 0.0
H 5.96305 2.53919 -7.20183 0.0 0.0 0.0
H 6.84247 1.43695 -5.12185 0.1 0.0 0.1
H 5.09238 3.86421 -4.48326 0.0 0.0 -0.1
H 5.26164 2.42509 -3.49686 0.0 0.0 0.1
H 4.48516 2.31058 -5.08159 0.0 0.0 0.0
H 7.53174 4.05810 -4.35453 0.0 0.0 0.0
C -3.29686 1.06858 -6.91704 0.1 -0.1 0.0
C -3.33087 0.53494 -5.49290 -0.2 0.3 -0.1
C -4.67021 0.80837 -4.82491 0.0 -0.1 0.1
O -2.27090 1.10277 -4.72533 0.1 -0.2 0.0
H -3.43846 2.15289 -6.92083 -0.1 0.0 0.0
H -2.33120 0.86241 -7.37897 0.0 0.0 0.0
H -4.07940 0.61757 -7.52887 0.0 0.0 0.0
H -3.14332 -0.53953 -5.50276 0.1 0.0 0.1
H -4.85298 1.88499 -4.76524 0.0 0.0 -0.1
H -4.67524 0.41711 -3.80687 0.0 0.0 0.0
H -5.49107 0.35022 -5.37852 0.0 0.0 0.0
H -2.40307 2.05626 -4.69535 0.0 0.0 0.0
C -5.66194 -1.24551 2.25849 0.5 -0.8 -0.7
C -4.30371 -0.92834 1.65180 -0.3 0.2 0.0
C -3.75351 0.39076 2.17453 0.1 0.0 -0.1
O -4.39386 -0.89659 0.22575 0.0 -0.1 0.0
H -6.38672 -0.46952 1.99577 0.5 -0.5 -0.6
H -6.04134 -2.19273 1.87408 0.1 -0.1 -0.1
H -5.60495 -1.30800 3.34605 0.2 -0.2 -0.5
H -3.60388 -1.73209 1.88400 0.0 0.0 -0.1
H -4.42246 1.21481 1.90911 -0.1 0.0 0.0
H -2.77975 0.60357 1.73128 0.0 0.0 0.0
H -3.64428 0.37287 3.25990 0.0 0.0 0.0
H -5.00665 -0.19334 -0.01481 0.0 0.0 0.0
C -8.39462 2.47370 -1.56958 0.2 0.0 0.0
C -8.47748 1.84171 -0.18923 -0.3 0.3 -0.1
C -9.91669 1.65795 0.26537 0.0 -0.1 0.1
O -7.76093 2.63335 0.76479 0.1 -0.2 0.1
H -8.85331 3.46607 -1.56228 -0.1 0.0 0.0
H -7.35460 2.59562 -1.87304 0.0 0.0 0.0
H -8.90646 1.86399 -2.31516 0.0 0.0 0.0
H -7.97539 0.87343 -0.20247 0.1 0.0 0.1
H -10.42585 2.62291 0.33536 0.0 0.0 -0.1
H -9.93393 1.20460 1.25601 -0.1 0.0 0.0
H -10.47995 1.02092 -0.41762 0.0 0.0 0.0
H -8.18002 3.50012 0.80004 0.0 0.0 0.0
```
Forces are in eV/Å.

HOMO energy ... -0.31104 Eh
E_tot ... -3723.58055 hartree
SMILES ... CC1=C(I)C(=O)c2cccc(P(O)I)c2C1=O.CC(C)O.CC(C)O.CC(C)O.CC(C)O.CC(C)O.CC(C)O.CC(C)O.CC(C)O.CC(C)O.CC(C)O.CC(C)O
Total charge ... 0
Spin multiplicity ... 1



Entry 2:
A cluster of 9 separate species, C44H95N2O16P3 in total in a non-equilibrium geometry, computed with ωB97M-V/def2-TZVPD.

Geometry as XYZ:
```
160
Properties=species:S:1:pos:R:3:forces:R:3
C 4.50429 5.89179 2.09585 0.2 -1.0 0.4
C 3.17525 5.09428 2.31738 0.6 1.5 -0.4
O 2.12932 5.54821 1.94080 0.4 -0.6 0.3
O 3.18579 3.85580 2.99478 -0.5 -0.5 -0.9
C 3.37742 2.78680 2.07502 0.9 -0.2 -0.4
O 4.30203 2.88786 1.31383 -0.6 -0.4 0.2
C 2.43115 1.55021 2.12252 0.2 1.2 1.2
C 1.11580 1.67767 1.24117 1.6 -0.1 1.5
P -0.02927 2.90276 2.15016 -2.3 -1.3 1.3
N -1.18562 2.06986 2.89818 0.3 0.9 -0.8
C 0.36626 0.29166 1.56977 -1.3 1.8 -2.3
O 0.56469 -0.46480 2.46560 -0.1 0.3 -0.4
N -0.58491 0.22412 0.48559 0.4 0.1 0.3
C -0.07246 0.90611 -0.73804 0.2 -1.2 -0.9
C -1.11095 1.42787 -1.79505 0.7 -0.8 -0.4
O -1.47902 2.80808 -1.72158 -0.9 -1.0 1.1
C -2.49425 3.08416 -0.81915 -2.3 2.1 1.8
C -3.32737 2.13396 -0.10475 0.0 0.3 0.1
C -4.40537 2.48717 0.82633 0.6 1.6 -0.2
C -5.28086 1.40927 1.54132 -0.3 0.6 -0.8
C -4.66834 3.89438 1.08035 1.9 -0.7 -1.9
C -3.85546 4.88252 0.35551 0.0 -1.5 -0.1
C -2.79847 4.53093 -0.58731 -0.9 -0.8 1.0
C -2.07109 5.71727 -1.28612 0.4 0.2 -0.7
C -2.18366 5.66523 -2.88381 -0.8 0.3 0.6
C -0.55159 5.90190 -0.89328 0.4 0.5 -0.1
C 1.21922 1.74437 -0.32782 1.7 -2.4 0.7
C 2.42820 0.74679 -0.70253 0.4 -0.2 0.5
P 1.67234 3.34528 -1.19549 -2.4 0.8 -0.4
P 3.43707 3.14891 -2.44718 4.0 0.7 -0.4
O 4.72863 2.95532 -1.71268 -1.2 -0.5 -0.7
O 3.58227 4.62102 -3.23841 -1.2 -1.8 0.5
O 3.28107 2.01944 -3.66784 -0.1 1.1 1.4
H 4.63109 6.67184 2.89208 -0.4 -0.6 -0.7
H 5.39742 5.22017 2.15979 -0.9 0.5 -0.1
H 4.45891 6.35872 1.08230 -0.1 -0.3 1.0
H 2.08128 1.44730 3.19218 0.3 0.0 -1.1
H 3.04459 0.63963 1.91724 -0.6 0.9 -0.1
H -0.68972 3.80707 1.27303 1.0 0.1 -0.1
H 0.72636 3.55251 3.16603 0.3 0.0 -1.0
H -2.07559 2.41710 2.51017 0.3 -0.4 0.3
H -1.56171 0.38980 0.72199 0.4 -0.2 0.3
H 0.39098 0.03070 -1.28635 -0.6 1.0 0.1
H -1.98413 0.71272 -1.81009 0.7 0.9 0.1
H -0.62425 1.28784 -2.80344 -0.4 0.4 1.1
H -3.17197 1.03639 -0.26309 -0.3 1.2 0.1
H -5.84661 1.88707 2.38878 0.8 -0.5 -0.7
H -6.07063 1.06092 0.81840 0.8 0.2 0.6
H -4.71039 0.50276 1.84851 -0.4 0.9 -0.1
H -5.47393 4.22255 1.77489 0.8 -0.3 -0.6
H -4.07098 5.97041 0.54836 0.5 -1.4 -0.4
H -2.59294 6.66974 -0.98663 0.4 -1.2 0.0
H -2.61069 4.67457 -3.17383 0.6 0.8 -0.1
H -1.21484 5.90490 -3.39203 -0.8 -0.5 0.5
H -2.91550 6.45184 -3.20777 0.6 -0.7 0.2
H 0.13438 5.68917 -1.76058 -0.8 0.0 0.9
H -0.20805 5.27584 -0.03519 -0.4 0.6 -0.6
H -0.34633 6.98036 -0.62467 -0.3 -1.1 -0.1
H 2.43495 0.48900 -1.79673 0.0 0.5 1.0
H 3.40767 1.19401 -0.37578 -0.9 -0.4 -0.6
H 2.34729 -0.23826 -0.15858 -0.2 0.9 -0.5
H 2.06624 4.24449 -0.14731 0.4 -0.7 -0.6
H 4.22121 4.53554 -3.96907 -0.2 -0.1 0.4
H 4.04824 1.42851 -3.52882 -0.3 0.2 -0.1
C 4.39726 -0.94442 -6.39860 -0.3 0.1 0.1
C 5.56187 -1.04035 -5.42377 0.1 -0.4 -0.8
C 6.89228 -0.81655 -6.12480 0.1 0.2 0.3
O 5.55908 -2.32662 -4.80746 -0.1 0.1 0.4
H 4.47890 -1.70795 -7.17795 0.1 0.1 0.0
H 3.44978 -1.11775 -5.88296 0.0 0.1 0.0
H 4.36126 0.03791 -6.87501 0.0 -0.1 0.0
H 5.43771 -0.30009 -4.62879 0.0 -0.2 0.1
H 7.05928 -1.57521 -6.89548 -0.1 0.0 0.0
H 7.71719 -0.89914 -5.41724 -0.1 0.0 -0.1
H 6.93103 0.16999 -6.59281 0.0 -0.1 0.0
H 5.66862 -2.98751 -5.50152 0.0 0.1 0.0
C 12.35164 -0.90012 -5.15390 0.1 0.3 -0.1
C 10.93851 -1.02373 -4.60530 0.4 -0.6 -0.1
C 10.87091 -2.03753 -3.47373 -0.2 0.1 0.2
O 10.05375 -1.41987 -5.65304 -0.1 0.2 0.0
H 12.69590 -1.85591 -5.56066 0.0 0.0 0.1
H 12.38340 -0.17729 -5.97197 0.0 0.0 0.1
H 13.05020 -0.58015 -4.37772 0.0 0.0 0.0
H 10.59750 -0.04992 -4.24660 -0.1 -0.1 -0.2
H 11.16536 -3.03161 -3.82405 0.1 0.1 0.0
H 9.84955 -2.12364 -3.09674 0.1 0.1 0.0
H 11.52522 -1.75148 -2.64733 0.0 0.0 0.0
H 10.34493 -2.28020 -5.97882 0.0 0.1 0.1
C -6.59490 -2.76834 0.11773 -0.1 0.3 0.1
C -6.08073 -1.61313 -0.72495 0.3 -0.7 0.0
C -5.84967 -2.03969 -2.16604 0.0 0.2 -0.2
O -4.85615 -1.12658 -0.17054 0.2 0.3 0.0
H -5.86978 -3.58814 0.14062 0.0 0.0 -0.1
H -6.74566 -2.44997 1.15227 -0.1 0.0 -0.1
H -7.53831 -3.15099 -0.26957 0.1 0.0 0.1
H -6.79812 -0.78927 -0.69643 0.2 0.1 0.1
H -5.09909 -2.83435 -2.22058 -0.1 -0.1 0.1
H -5.47011 -1.20314 -2.75766 -0.1 0.0 0.0
H -6.77312 -2.40062 -2.62379 0.1 0.0 0.0
H -4.21485 -1.84795 -0.19163 -0.1 0.0 0.0
C -6.96780 -5.99445 2.25879 0.0 0.3 0.3
C -8.29448 -6.01664 1.51847 0.6 -0.5 -0.2
C -8.78351 -7.43955 1.29902 -0.3 0.0 0.0
O -8.14362 -5.36497 0.25670 -0.4 0.1 -0.1
H -6.19337 -6.51129 1.68633 -0.1 -0.1 0.0
H -6.62445 -4.96575 2.39852 -0.1 0.0 0.0
H -7.05324 -6.46977 3.23557 0.0 0.0 -0.1
H -9.04117 -5.45557 2.08548 0.0 0.1 -0.2
H -8.06990 -8.00681 0.69328 0.1 0.0 0.1
H -9.73164 -7.43943 0.75580 0.0 0.1 0.1
H -8.92430 -7.95937 2.24874 0.1 0.0 -0.1
H -7.48525 -5.85284 -0.25329 0.0 0.0 0.1
C 8.29747 1.43700 2.12409 0.1 -0.2 0.2
C 8.30265 1.01508 0.66259 -0.5 0.5 0.1
C 8.38027 2.22010 -0.25963 0.1 0.1 -0.2
O 7.11775 0.27509 0.37639 0.1 -0.3 0.0
H 7.42879 2.06549 2.34369 0.1 0.1 -0.1
H 8.22965 0.56265 2.77530 0.1 0.0 -0.1
H 9.20310 1.99272 2.37846 0.0 0.0 0.0
H 9.15082 0.35212 0.47527 -0.2 -0.1 0.0
H 7.51298 2.87183 -0.11760 0.0 0.0 0.1
H 8.37143 1.90446 -1.30506 0.0 0.0 0.1
H 9.28781 2.80137 -0.07790 0.0 0.0 0.0
H 6.36096 0.85410 0.53833 0.1 0.0 -0.1
C -1.75779 -5.50038 1.05470 0.0 0.2 -0.1
C -3.14485 -5.72619 1.63580 0.4 -0.6 -0.1
C -3.11566 -6.75645 2.75449 -0.2 0.0 0.2
O -4.02778 -6.16874 0.60412 -0.2 0.2 -0.1
H -1.36026 -6.42563 0.62616 0.0 0.0 0.1
H -1.79530 -4.76691 0.24628 0.0 0.0 0.1
H -1.06311 -5.14342 1.81777 0.0 0.0 -0.1
H -3.54154 -4.78216 2.01645 -0.2 -0.1 -0.1
H -2.76367 -7.72423 2.38271 0.1 0.1 0.0
H -4.11988 -6.91604 3.15522 0.0 0.1 0.0
H -2.46150 -6.43720 3.56857 0.0 -0.1 0.0
H -3.68843 -7.00337 0.25835 0.0 0.1 0.1
C -5.50103 -9.29472 5.83554 0.0 0.2 0.2
C -6.82830 -9.31740 5.09331 0.5 -0.5 -0.2
C -7.31647 -10.74129 4.87613 -0.3 0.0 0.0
O -6.67908 -8.66715 3.83145 -0.2 0.1 0.1
H -4.72629 -9.81399 5.26294 -0.1 -0.1 0.0
H -5.15745 -8.26743 5.97520 -0.1 0.0 0.0
H -5.58775 -9.77019 6.81491 0.0 0.0 0.0
H -7.57496 -8.75554 5.65902 0.0 0.1 -0.2
H -6.60279 -11.30915 4.27142 0.1 0.0 0.1
H -8.26414 -10.74296 4.33331 0.0 0.0 0.1
H -7.45768 -11.25998 5.82681 0.0 0.0 -0.1
H -6.02069 -9.15533 3.32166 -0.1 0.0 0.1
C -1.93987 8.89706 3.38004 0.1 -0.2 0.2
C -1.96389 8.48686 1.91611 -0.4 0.5 0.2
C -1.99467 9.70161 1.00171 0.1 0.0 -0.2
O -3.11154 7.67464 1.66796 0.1 -0.1 -0.1
H -2.83651 9.46882 3.63871 0.1 0.1 -0.1
H -1.92861 8.01570 4.02469 0.1 0.0 -0.1
H -1.06160 9.50590 3.60519 -0.1 0.0 0.0
H -1.08430 7.87936 1.69040 -0.2 -0.1 0.0
H -2.89311 10.30044 1.18019 0.1 0.0 0.1
H -2.02239 9.39236 -0.04583 0.1 0.0 0.1
H -1.11801 10.33440 1.15588 -0.1 0.0 0.0
H -3.89522 8.20305 1.86521 0.1 0.0 0.0
```
Forces are in eV/Å.

HOMO energy ... -0.29430 Eh
E_tot ... -4070.82037 hartree
SMILES ... CC(=O)OC(=O)C[C@]1([PH2]=N)C(=O)N[C@@H](COc2cc(C)ccc2C(C)C)[C@@]1(C)PP(=O)(O)O.CC(C)O.CC(C)O.CC(C)O.CC(C)O.CC(C)O.CC(C)O.CC(C)O.CC(C)O
Total charge ... 0
Spin multiplicity ... 1



> The lowest E_tot belongs to which entry?

C44H95N2O16P3